one:
ORCA calculation (ωB97M-V/def2-TZVPD) on a structure of composition C29H30IMnN9OS.

Element x y z (Å)
Mn1 0.0561 0.0035 0.5781
C1 -0.4308 -5.0992 -1.5584
C2 0.6324 -4.2312 -1.7546
C3 0.8662 -3.2003 -0.8662
C4 0.0420 -3.0099 0.2495
C5 -1.0207 -3.9071 0.4415
C6 -1.2551 -4.9269 -0.4564
N1 0.2360 -1.9392 1.1115
C7 0.1387 -2.1491 2.4566
C8 0.3735 -3.3577 3.1276
C9 0.2831 -3.4122 4.5051
C10 -0.0490 -2.2834 5.2533
C11 -0.2700 -1.0733 4.6328
C12 -0.1664 -0.9894 3.2393
N2 -0.3631 0.1182 2.4931
N3 -0.7257 1.2578 3.0254
C13 -0.9464 2.2296 2.1476
C14 -1.4201 3.4888 2.5979
C15 -1.6308 4.4938 1.6979
C16 -1.3696 4.2489 0.3386
C17 -0.9169 3.0051 -0.0417
N4 -0.6865 2.0007 0.8054
H1 -0.6124 -5.9015 -2.2587
H2 1.2893 -4.3628 -2.6050
H3 1.6989 -2.5308 -1.0158
H4 -1.6770 -3.7601 1.2851
H5 -2.0930 -5.5923 -0.3010
H6 0.6410 -4.2444 2.5700
H7 0.4865 -4.3432 5.0137
H8 -0.1315 -2.3597 6.3266
H9 -0.5170 -0.1822 5.1890
H10 -1.6208 3.6004 3.6532
H11 -1.9988 5.4581 2.0199
H12 -1.5361 5.0150 -0.4007
H13 -0.7189 2.7979 -1.0886
C18 -3.9113 1.9469 -3.2210
C19 -4.2548 0.4682 -3.0573
N5 -3.9860 -0.0038 -1.7209
C20 -2.7525 -0.0946 -1.1814
S1 -2.7024 -0.5366 0.4736
N6 -1.7333 0.1480 -1.9705
N7 -0.4787 0.0313 -1.5313
C21 0.4539 0.2566 -2.4365
C22 0.1085 0.6420 -3.8460
C23 1.8185 0.0421 -2.0495
C24 2.8631 -0.0768 -2.9835
C25 4.1375 -0.3531 -2.5464
C26 4.3632 -0.5238 -1.1819
C27 3.2835 -0.4013 -0.3221
N8 2.0548 -0.1078 -0.7250
H14 -4.0860 2.2661 -4.2442
H15 -2.8657 2.0949 -2.9726
H16 -4.5081 2.5622 -2.5531
H17 -3.6604 -0.1216 -3.7601
H18 -5.3141 0.3025 -3.2544
H19 -4.7499 -0.1208 -1.0768
H20 -0.9113 1.0161 -3.8669
H21 0.1585 -0.2281 -4.5000
H22 0.7909 1.4035 -4.2197
H23 2.6570 0.0208 -4.0356
H24 4.9494 -0.4528 -3.2514
H25 5.3503 -0.7404 -0.8052
H26 3.4057 -0.5373 0.7452
N9 1.9129 3.3730 2.5069
C28 2.3248 2.4476 1.6184
O1 1.9062 1.3027 1.6170
C29 3.3902 2.9159 0.6588
I1 5.3153 2.3269 1.4373
H27 1.1714 3.1244 3.1471
H28 2.2149 4.3302 2.4602
H29 3.4147 3.9940 0.5377
H30 3.2826 2.4208 -0.3005

Calculated values
Net charge: 0
Kohn-Sham gap (alpha / beta): 5.276 / 5.814 eV
2S+1: 6
HOMO (alpha / beta): -6.3 / -6.8 eV



two:
ORCA calculation (ωB97M-V/def2-TZVPD) on a structure of composition C29H30IMnN9OS.

Element x y z (Å)
Mn1 -0.9199 0.2988 0.9116
C1 4.3204 -1.6382 0.6206
C2 4.3428 -0.2463 0.6480
C3 3.2094 0.4678 0.9915
C4 2.0258 -0.1919 1.3306
C5 2.0097 -1.5807 1.3094
C6 3.1462 -2.2974 0.9505
N1 0.8547 0.5321 1.6552
C7 0.9233 1.6058 2.5467
C8 2.0243 1.9747 3.3287
C9 1.9621 3.0962 4.1400
C10 0.8125 3.8823 4.2089
C11 -0.3104 3.5054 3.4972
C12 -0.2588 2.3570 2.7128
N2 -1.3350 1.8062 2.0399
N3 -2.4444 2.4962 1.8109
C13 -3.2667 1.8060 0.9890
C14 -4.5176 2.3373 0.6145
C15 -5.3179 1.6254 -0.2337
C16 -4.8999 0.3683 -0.7043
C17 -3.6726 -0.0984 -0.3147
N4 -2.8611 0.5999 0.4951
H1 5.2095 -2.1960 0.3531
H2 5.2497 0.2870 0.3877
H3 3.2229 1.5494 0.9652
H4 1.1098 -2.1044 1.5928
H5 3.1087 -3.3801 0.9453
H6 2.9246 1.3784 3.3071
H7 2.8266 3.3590 4.7369
H8 0.7894 4.7619 4.8382
H9 -1.2396 4.0556 3.5543
H10 -4.7960 3.3039 1.0093
H11 -6.2763 2.0258 -0.5391
H12 -5.5179 -0.2255 -1.3613
H13 -3.3012 -1.0631 -0.6347
C18 -0.7163 -5.5884 0.0203
C19 -1.8192 -5.1088 0.9529
N5 -1.4390 -3.9703 1.7826
C20 -1.2642 -2.7069 1.2721
S1 -1.4264 -1.3977 2.4381
N6 -0.9779 -2.5376 0.0247
N7 -0.7846 -1.2071 -0.2802
C21 -0.7313 -0.8094 -1.5671
C22 -0.7325 -1.7969 -2.6878
C23 -0.7168 0.5798 -1.7967
C24 -0.8456 1.1539 -3.0835
C25 -0.8108 2.5107 -3.2214
C26 -0.6451 3.3318 -2.0796
C27 -0.5608 2.7320 -0.8507
N8 -0.6025 1.4030 -0.6935
H14 -1.0647 -6.4575 -0.5409
H15 0.1678 -5.8769 0.5922
H16 -0.4344 -4.8066 -0.6790
H17 -2.0681 -5.9124 1.6461
H18 -2.7207 -4.8705 0.3766
H19 -1.8118 -3.9615 2.7164
H20 -0.4585 -2.7769 -2.3071
H21 -0.0286 -1.5004 -3.4666
H22 -1.7255 -1.8837 -3.1411
H23 -0.9806 0.5114 -3.9421
H24 -0.9080 2.9587 -4.2024
H25 -0.6000 4.4082 -2.1551
H26 -0.4478 3.3156 0.0546
N9 3.4924 -0.6558 -2.8598
C28 2.7974 0.4569 -2.5240
O1 2.0057 0.4826 -1.6051
C29 3.0573 1.7056 -3.3393
I1 2.6010 1.4478 -5.4080
H27 3.3877 -1.4683 -2.2739
H28 4.1636 -0.6648 -3.6056
H29 4.1006 2.0077 -3.2965
H30 2.4108 2.4942 -2.9730

Calculated values
Net charge: 0
Kohn-Sham gap (alpha / beta): 5.037 / 5.698 eV
2S+1: 6
HOMO (alpha / beta): -5.6 / -7.0 eV



Out of the structures above, which one is the least stable? Solution: two.